(1)
This record from OMol25 describes a single C6H5FN2S molecule in a non-equilibrium geometry. The level of theory is wB97M-V/def2-TZVPD.

Geometry (Å):
S  -0.6943  -3.0626  0.3662
F  1.3564  0.3263  -1.5504
N  0.6673  -1.0192  1.2830
N  -1.0840  2.5157  -2.1581
C  -0.4418  1.7729  -1.6065
C  0.8818  0.3798  1.4770
C  -0.1460  -1.3886  0.3807
C  -0.7818  -0.4705  -0.6260
C  0.6343  1.2463  0.4558
C  0.1901  0.7418  -0.8684
H  -0.8424  -0.9707  -1.5963
H  -0.0173  -3.1910  1.5347
H  1.3140  0.5793  2.5441
H  -1.6632  0.1060  -0.1583
H  0.6269  2.4344  0.5227

Its SMILES is N#C[C@@]1(F)C=CN=C(S)C1. The calculation puts the lowest unoccupied orbital energy at -0.18 eV. The molecular weight comes out at 156.185 g/mol. Its charge is 0. The value obtained for the energy above the lowest of the compared OMol25 structures with the same formula, charge and spin is 0.0 kJ/mol. As for the total energy: -839.125122 Ha.

=====

(2)
This record from OMol25 describes a single C6H5FO molecule in a non-equilibrium geometry. The level of theory is wB97M-V/def2-TZVPD.

Geometry (Å):
F  1.4625  0.5145  0.6876
O  -1.9303  0.4660  0.3497
C  0.3765  -1.7208  -1.0595
C  0.6590  -2.1067  -2.2565
C  0.2329  2.5104  0.7808
C  -0.3916  -1.3971  0.2326
C  -0.7990  0.2179  0.2593
C  0.2796  1.1322  0.6520
H  0.0827  -1.9104  1.0529
H  1.1289  3.0175  1.0466
H  1.0087  -2.4641  -3.1818
H  -0.6610  3.0760  0.3649
H  -1.4238  -1.8915  0.0793

Its SMILES is C#CCC(=O)C(=C)F. The calculation puts the lowest unoccupied orbital energy at -0.37 eV. The molecular weight comes out at 112.103 g/mol. Its charge is 0. The value obtained for the energy above the lowest of the compared OMol25 structures with the same formula, charge and spin is 312.2 kJ/mol. As for the total energy: -406.580804 Ha.

=====

(3)
This record from OMol25 describes a molecular structure, C6H5FO in a non-equilibrium geometry. The level of theory is wB97M-V/def2-TZVPD.

Geometry (Å):
F  -2.5727  -0.8632  0.4057
O  0.5078  1.1771  0.6333
C  2.0146  -0.0534  -0.4071
C  0.7041  -0.5131  -0.7829
C  -0.1328  0.3224  -0.1109
C  1.8094  1.0268  0.4299
C  -2.7520  1.2579  -0.5755
C  -2.1214  0.2299  -0.1157
H  2.9111  -0.4492  -0.8790
H  -2.2237  2.1864  -0.8737
H  -3.7747  1.1349  -0.6898
H  2.5469  1.7281  0.8838
H  0.4642  -1.0618  -1.6071

The calculation puts the lowest unoccupied orbital energy at 1.04 eV. The molecular weight comes out at 112.103 g/mol. Its charge is 0. The value obtained for the energy above the lowest of the compared OMol25 structures with the same formula, charge and spin is 283.3 kJ/mol. As for the total energy: -406.591830 Ha.

=====

(4)
This record from OMol25 describes a gas-phase ion, C6H5IN3 (charge +1) in a non-equilibrium geometry. The level of theory is wB97M-V/def2-TZVPD.

Geometry (Å):
I  -4.6497  0.3759  0.1921
N  0.3868  1.1078  1.3248
N  0.2385  0.8955  0.0539
N  -2.7297  0.7925  -0.3600
C  0.8037  0.0840  -0.8780
C  -0.6011  0.6995  -1.1159
C  1.3221  0.1627  1.7203
C  1.7262  -0.8788  -0.4544
C  1.8269  -0.8744  0.9240
C  -1.9563  0.0475  -1.0125
H  2.5129  -1.7727  1.3541
H  2.2180  -1.6377  -1.0612
H  -0.5368  1.5312  -1.8874
H  -2.1973  -0.8242  -1.5658
H  1.6359  0.2914  2.7660

Its SMILES is I/N=C/[C@@H]1c2cccn[n+]21. The calculation puts the lowest unoccupied orbital energy at -5.41 eV. The molecular weight comes out at 246.031 g/mol. Its charge is +1. The value obtained for the energy above the lowest of the compared OMol25 structures with the same formula, charge and spin is 410.1 kJ/mol. As for the total energy: -693.136539 Ha.

=====

(5)
This record from OMol25 describes a molecular structure, C6H5IrN2O6S in a non-equilibrium geometry. The level of theory is wB97M-V/def2-TZVPD.

Geometry (Å):
Ir  -0.9729  -0.3182  -2.8078
S  -0.0916  -1.7509  -4.4588
O  -1.2372  -2.2574  -3.5822
O  -0.0258  0.3611  -1.2436
O  -2.3830  0.4340  -1.4858
O  -0.7149  -0.4084  -4.8711
O  0.8591  -1.2666  -3.3994
O  0.3814  -2.5882  -5.4884
N  -2.0109  0.6158  -0.2746
N  -0.7605  0.5597  -0.1615
C  1.9124  0.5001  2.3826
C  1.2763  0.5310  1.1503
C  -0.1024  0.6274  1.1222
C  1.1741  0.5732  3.5528
C  -0.8624  0.7184  2.2779
C  -0.2097  0.6884  3.4975
H  2.9892  0.4098  2.4243
H  1.8308  0.4726  0.2257
H  -0.7880  0.7478  4.4094
H  1.6733  0.5453  4.5120
H  -1.9373  0.8055  2.2184

The calculation puts the lowest unoccupied orbital energy at -1.72 eV. The molecular weight comes out at 425.398 g/mol. Its charge is 0. As for the total energy: -1294.905713 Ha.

=====

(6)
This record from OMol25 describes a single C6H5N3O4S molecule in a non-equilibrium geometry. The level of theory is wB97M-V/def2-TZVPD.

Geometry (Å):
S  -1.6138  -1.7101  0.0905
O  -2.6332  -1.4627  1.1320
O  -2.1045  -1.9295  -1.2029
O  4.3523  -1.5019  -0.0719
O  -0.4198  -2.3870  0.4798
N  3.2198  -1.0650  0.0870
N  2.6827  -0.6504  1.1942
N  2.3341  -0.8606  -0.9668
C  -0.8412  0.5146  1.1091
C  1.4396  -0.1588  0.9318
C  0.3607  0.3232  1.7213
C  -1.0399  0.3569  -0.2489
C  0.0517  0.0256  -1.0502
C  1.2265  -0.2981  -0.4636
H  -1.9365  0.7266  -0.6276
H  -0.1239  -0.0422  -2.0673
H  0.4092  0.4371  2.7256
H  2.6813  -1.1060  -1.8515
H  -1.5369  0.8330  1.8743

The calculation puts the lowest unoccupied orbital energy (spin up / spin down) at -1.67 / -1.67 eV. The molecular weight comes out at 215.190 g/mol. Its charge is 0. The value obtained for the energy above the lowest of the compared OMol25 structures with the same formula, charge and spin is 34.4 kJ/mol. As for the total energy: -1094.899050 Ha.

=====

(7)
This record from OMol25 describes a single C6H5N3S2 molecule in a non-equilibrium geometry. The level of theory is wB97M-V/def2-TZVPD.

Geometry (Å):
S  2.3962  0.2056  0.5941
S  -0.7449  0.4642  1.8465
N  -3.3885  -0.1840  2.3660
N  -2.5387  -0.4573  0.2360
N  -1.4153  -0.3679  -0.4872
C  -2.3620  -0.1055  1.4697
C  0.9798  0.1286  -0.3826
C  3.3949  0.0872  -0.8566
C  1.2056  0.0273  -1.7268
C  -0.3751  0.0576  0.1761
C  2.6442  -0.0114  -2.0184
H  -3.3818  0.4221  3.1568
H  3.0091  -0.0074  -3.0595
H  4.4684  0.2041  -0.8336
H  -4.2802  -0.4438  1.9873
H  0.3882  -0.0193  -2.4678

Its SMILES is Nc1nnc(-c2cccs2)s1. The calculation puts the lowest unoccupied orbital energy at 0.31 eV. The molecular weight comes out at 183.261 g/mol. Its charge is 0. The value obtained for the energy above the lowest of the compared OMol25 structures with the same formula, charge and spin is 0.0 kJ/mol. As for the total energy: -1192.259529 Ha.

=====

(8)
This record from OMol25 describes a molecular structure, C6H5NNiO3 in a non-equilibrium geometry. The level of theory is wB97M-V/def2-TZVPD.

Geometry (Å):
Ni  0.0000  0.0000  0.0000
O  -1.4677  2.4824  -0.6316
O  2.8831  -0.2023  -0.6017
O  -0.8915  -1.4896  -3.7708
N  -0.1722  -0.2560  1.9761
C  0.2367  -0.5872  4.7068
C  0.0133  -0.4062  3.2143
C  -0.8967  1.5164  -0.3860
C  1.7614  -0.1238  -0.3675
C  -1.1055  -0.7225  5.4074
C  -0.6482  -1.0823  -2.7403
H  -1.6264  -1.5727  5.0189
H  0.8456  -1.4817  4.8749
H  0.7843  0.2768  5.0974
H  -1.6866  0.1597  5.2381
H  -0.9483  -0.8499  6.4581

The calculation puts the lowest unoccupied orbital energy (spin up / spin down) at -9.99 / -12.42 eV. Its spin multiplicity is 3. The molecular weight comes out at 197.803 g/mol. Its charge is +2. Its expectation value of S² is 2.008. As for the total energy: -2019.653768 Ha.

=====

(9)
This record from OMol25 describes a single C6H5NO2 molecule in a non-equilibrium geometry. The level of theory is wB97M-V/def2-TZVPD.

Geometry (Å):
O  -2.4413  0.9467  0.3317
O  -2.5104  -1.1487  -0.3671
N  2.3376  -0.0009  0.0276
C  1.6988  -1.1325  0.1475
C  1.6016  1.0388  -0.1869
C  -1.9472  -0.2338  0.0134
C  0.2824  1.1162  -0.1331
C  -0.4652  -0.1783  -0.1279
C  0.3777  -1.2376  0.1835
H  2.1308  2.0407  -0.2993
H  -3.2695  1.0587  0.4977
H  -0.0923  2.0740  -0.3830
H  -0.1211  -2.1285  -0.0748
H  2.4181  -2.2148  0.3707

Its SMILES is O=C(O)c1ccncc1. The calculation puts the lowest unoccupied orbital energy at -0.07 eV. The molecular weight comes out at 123.111 g/mol. Its charge is 0. The value obtained for the energy above the lowest of the compared OMol25 structures with the same formula, charge and spin is 268.9 kJ/mol. As for the total energy: -436.793535 Ha.

=====

(10)
This record from OMol25 describes a single C6H5NO2S molecule in a non-equilibrium geometry. The level of theory is wB97M-V/def2-TZVPD.

Geometry (Å):
S  1.3515  -0.4365  -1.3244
O  -0.8801  -1.7261  -1.2113
O  -2.3859  0.5086  0.1014
N  2.9187  -1.4872  0.8358
C  0.6484  -0.7108  1.4329
C  1.7633  -1.2614  1.4815
C  2.7975  -1.2483  -0.3849
C  -0.5769  0.0486  1.4589
C  -1.0172  0.3737  0.0091
C  -0.4236  -0.7051  -0.9021
H  -0.2758  0.9820  2.0898
H  -0.6032  1.3406  -0.4269
H  -1.4174  -0.4259  1.9403
H  3.6130  -1.3939  -1.0142
H  -2.7296  -0.1683  0.8467

Its SMILES is O=C1S/C=N\C#CC[C@@H]1O. The calculation puts the lowest unoccupied orbital energy at -0.10 eV. The molecular weight comes out at 155.178 g/mol. Its charge is 0. The value obtained for the energy above the lowest of the compared OMol25 structures with the same formula, charge and spin is 281.1 kJ/mol. As for the total energy: -834.883380 Ha.

=====

(11)
This record from OMol25 describes a gas-phase ion, C6H5NO5P (charge -1) in a non-equilibrium geometry. The level of theory is wB97M-V/def2-TZVPD.

Geometry (Å):
P  1.7672  -1.0709  0.1750
O  1.9994  -2.1219  1.1728
O  1.8287  1.3114  -0.7370
O  2.2467  -1.1846  -1.2517
O  2.8055  0.2831  0.8748
O  3.7021  2.0596  -0.0421
N  2.7949  1.2494  -0.0544
C  -2.7268  0.0710  -0.0834
C  -1.9938  -0.2293  -1.2280
C  -0.7061  0.0701  1.2235
C  0.0416  -0.3384  0.1619
C  -0.6036  -0.3772  -1.0702
C  -2.0679  0.3093  1.0831
H  -3.8993  0.2198  -0.2821
H  -0.1913  0.1390  2.2500
H  -2.3732  -0.2475  -2.1908
H  0.1144  -0.6644  -1.9176
H  -2.7384  0.5215  1.9160

Its SMILES is O=[N+]([O-])O[P@](=O)([O-])c1ccccc1. The calculation puts the lowest unoccupied orbital energy at 3.37 eV. The molecular weight comes out at 202.082 g/mol. Its charge is -1. The value obtained for the energy above the lowest of the compared OMol25 structures with the same formula, charge and spin is 33.9 kJ/mol. As for the total energy: -1003.968744 Ha.

=====

(12)
This record from OMol25 describes a gas-phase ion, C6H5O2S (charge -1) in a non-equilibrium geometry. The level of theory is wB97M-V/def2-TZVPD.

Geometry (Å):
S  -2.0945  -0.7891  -1.5349
O  1.1357  -3.0455  -1.2344
O  -0.8713  -3.3074  -0.2917
C  1.4566  -0.2483  0.4895
C  0.0075  -2.6903  -0.9197
C  -0.9278  0.7046  0.3471
C  0.2441  -0.0846  0.0279
C  -0.4346  -1.2579  -1.5317
C  -2.0543  0.3985  -0.2629
H  1.9095  0.1453  1.3274
H  2.1914  -0.7814  0.0323
H  -0.7806  1.6154  1.0372
H  -3.0974  0.8202  -0.2458
H  0.1381  -0.7928  -2.4218

The calculation puts the lowest unoccupied orbital energy (spin up / spin down) at 3.28 / 1.47 eV. Its spin multiplicity is 3. The molecular weight comes out at 141.171 g/mol. Its charge is -1. Its expectation value of S² is 2.018. The value obtained for the energy above the lowest of the compared OMol25 structures with the same formula, charge and spin is 104.9 kJ/mol. As for the total energy: -780.139002 Ha.

=====

(13)
This record from OMol25 describes a gas-phase ion, C6H6 (charge -1) in a non-equilibrium geometry. The level of theory is wB97M-V/def2-TZVPD.

Geometry (Å):
C  1.0642  -0.6523  -0.6798
C  1.2981  0.1012  0.4546
C  0.3088  0.8753  1.0657
C  -1.3122  -0.1111  -0.4805
C  -0.3247  -0.8379  -1.1125
C  -1.0336  0.7807  0.5653
H  0.6415  1.4377  1.9367
H  -0.5344  -1.5884  -1.8702
H  -1.8521  1.3373  1.0339
H  2.2754  0.1602  0.9379
H  -2.3618  -0.2167  -0.7302
H  1.8309  -1.2860  -1.1212

The calculation puts the lowest unoccupied orbital energy (spin up / spin down) at 4.93 / 4.73 eV. Its spin multiplicity is 2. The molecular weight comes out at 78.114 g/mol. Its charge is -1. Its expectation value of S² is 0.761. The value obtained for the energy above the lowest of the compared OMol25 structures with the same formula, charge and spin is 6.9 kJ/mol. As for the total energy: -232.169224 Ha.

=====

(14)
This record from OMol25 describes a single C6H6 molecule. The level of theory is wB97M-V/def2-TZVPD.

Geometry (Å):
C  -0.0151  2.4760  0.3404
C  -1.1992  -0.8797  -0.6390
C  2.2233  -0.9043  0.1516
C  -0.3297  -0.1768  0.4246
C  -0.2410  1.2938  0.3214
C  1.0623  -0.6553  0.3444
H  3.2598  -1.0752  -0.0320
H  -0.6461  -0.9861  -1.5753
H  -1.4600  -1.8820  -0.2846
H  -2.1221  -0.3278  -0.8339
H  -0.7509  -0.4003  1.4137
H  0.2188  3.5176  0.3687

Its SMILES is C#CC(C)C#C. The calculation puts the lowest unoccupied orbital energy at 1.03 eV. The molecular weight comes out at 78.114 g/mol. Its charge is 0. The value obtained for the energy above the lowest of the compared OMol25 structures with the same formula, charge and spin is 382.5 kJ/mol. As for the total energy: -232.080625 Ha.

=====

(15)
This record from OMol25 describes a molecular structure, C6H6 in a non-equilibrium geometry. The level of theory is wB97M-V/def2-TZVPD.

Geometry (Å):
C  0.4142  2.9506  1.0568
C  0.1238  -0.3041  -0.1686
C  -0.8720  0.7899  0.2050
C  1.0854  0.5865  0.1771
C  -0.0208  -1.7157  -0.5775
C  0.3210  1.7652  0.5753
H  0.7345  -1.9423  -1.4027
H  2.1989  0.4664  0.1398
H  0.0745  -2.5611  0.2914
H  -1.4115  1.2708  -0.5373
H  -1.0658  -2.0935  -0.9392
H  -1.5823  0.7873  1.1800

The calculation puts the lowest unoccupied orbital energy at -0.40 eV. The molecular weight comes out at 78.114 g/mol. Its charge is 0. The value obtained for the energy above the lowest of the compared OMol25 structures with the same formula, charge and spin is 626.6 kJ/mol. As for the total energy: -231.987657 Ha.